{"formula": "C32H41BrN10O2SSn", "method": "ωB97M-V/def2-TZVPD", "gap_ha": 0.284, "multiplicity": 1, "total_charge": 2, "largest_force_ev_per_a": 1.39, "symbols": ["Sn", "C", "N", "C", "C", "N", "C", "C", "C", "C", "C", "C", "N", "C", "N", "C", "C", "N", "C", "C", "N", "C", "C", "H", "H", "H", "H", "H", "H", "H", "H", "H", "H", "H", "H", "H", "H", "H", "H", "H", "H", "H", "H", "H", "H", "H", "H", "H", "H", "H", "H", "N", "C", "C", "C", "C", "C", "C", "S", "O", "O", "N", "C", "N", "C", "C", "C", "N", "H", "H", "H", "H", "H", "H", "H", "H", "H", "Br", "C", "C", "C", "C", "C", "C", "H", "H", "H", "H"], "xyz": [[0.4941, -0.1338, -1.1441], [0.9772, -3.2947, -1.1972], [-0.0559, -3.4022, -0.1810], [0.3406, -4.0662, 1.0663], [-1.1561, -2.6191, -0.2191], [-1.1327, -1.5032, -0.9636], [-2.3098, -0.8964, -1.4889], [-3.3430, -1.6433, -2.0495], [-4.4229, -1.0136, -2.6421], [-4.4608, 0.3748, -2.7136], [-3.4078, 1.1185, -2.2114], [-2.3335, 0.4910, -1.5848], [-1.1805, 1.2046, -1.1566], [-1.2343, 2.4118, -0.5791], [-2.3096, 2.8701, 0.0618], [-3.2611, 1.9895, 0.7371], [-2.5812, 4.3002, 0.2016], [-0.1623, 3.2376, -0.6990], [0.3271, 3.9736, 0.4744], [0.8316, 3.0006, -1.7316], [-2.2421, -3.0176, 0.4491], [-2.5563, -4.4307, 0.6482], [-3.1843, -2.0728, 1.0431], [1.5285, -4.2317, -1.2367], [1.7085, -2.4994, -0.9792], [0.5376, -3.1121, -2.1750], [1.4029, -3.8852, 1.2327], [0.1743, -5.1427, 1.0248], [-0.2054, -3.6367, 1.9000], [-3.2887, -2.7258, -2.0330], [-5.2169, -1.6063, -3.0768], [-5.2989, 0.8752, -3.1798], [-3.3985, 2.1955, -2.3291], [-2.7793, 1.0485, 0.9825], [-4.1452, 1.8059, 0.1262], [-3.5602, 2.4694, 1.6675], [-2.0334, 4.8679, -0.5446], [-2.3292, 4.6642, 1.1986], [-3.6472, 4.4606, 0.0414], [-0.2055, 3.6470, 1.3623], [0.2245, 5.0510, 0.3469], [1.3844, 3.7400, 0.6139], [0.3589, 2.6648, -2.6504], [1.5901, 2.2605, -1.4220], [1.3607, 3.9313, -1.9279], [-1.9659, -5.0475, -0.0233], [-3.6111, -4.5803, 0.4174], [-2.3813, -4.7461, 1.6776], [-2.6998, -1.1111, 1.1845], [-3.4677, -2.4534, 2.0241], [-4.0834, -1.9556, 0.4363], [3.4063, 0.9436, 6.9842], [2.7381, 0.7224, 5.8288], [2.5689, 1.7679, 4.8946], [1.8568, 1.5593, 3.7434], [1.3083, 0.2978, 3.4944], [1.5029, -0.7616, 4.3790], [2.2065, -0.5484, 5.5393], [0.3256, 0.0762, 2.1070], [-0.3494, -1.1962, 2.1454], [-0.4919, 1.2428, 1.8832], [1.3098, 0.0077, 0.7484], [2.6678, 0.0185, 0.5298], [3.5769, 0.0413, 1.4869], [4.8467, 0.0650, 1.0799], [5.2239, 0.0458, -0.2574], [4.1975, -0.0055, -1.1769], [2.9189, -0.0154, -0.7938], [3.7331, 1.8645, 7.2124], [3.4724, 0.2316, 7.6880], [2.9953, 2.7409, 5.1059], [1.7044, 2.3594, 3.0296], [1.0771, -1.7298, 4.1516], [2.3418, -1.3549, 6.2491], [5.5875, 0.1003, 1.8712], [6.2592, 0.0617, -0.5606], [4.3864, -0.0358, -2.2438], [1.2686, -0.1118, -7.8424], [1.1039, -0.1783, -5.9704], [2.0854, 0.4011, -5.1784], [1.9595, 0.3655, -3.7952], [0.8445, -0.2495, -3.2452], [-0.1393, -0.8441, -4.0227], [0.0017, -0.8049, -5.4065], [2.9430, 0.8769, -5.6357], [2.7283, 0.8077, -3.1734], [-1.0064, -1.3256, -3.5921], [-0.7493, -1.2627, -6.0366]]}

=====

{"formula": "C13H19Cl2NTl", "method": "ωB97M-V/def2-TZVPD", "gap_ha": 0.259, "multiplicity": 1, "total_charge": -1, "largest_force_ev_per_a": 5.21, "symbols": ["Tl", "Cl", "Cl", "C", "H", "H", "C", "C", "H", "C", "H", "C", "H", "H", "C", "H", "H", "C", "H", "H", "H", "H", "N", "C", "C", "C", "C", "C", "C", "H", "H", "H", "H", "H", "H", "H"], "xyz": [[2.4118, -0.0900, -1.3513], [0.3641, -1.5766, -0.9782], [1.3237, 1.0462, 0.6307], [4.3080, 0.0049, -1.7865], [4.6294, 1.0496, -2.1232], [4.4126, -0.3373, -2.8877], [-0.4047, 1.4468, -2.5185], [0.5911, 0.7274, -2.9629], [-0.1605, 2.3419, -1.9511], [0.4473, -0.4660, -3.8765], [1.5476, 1.2185, -3.1278], [-0.9397, -0.4683, -4.5282], [1.2835, -0.5603, -4.6118], [0.5214, -1.3128, -3.1581], [-2.0225, -0.2363, -3.4414], [-0.9516, 0.3479, -5.2674], [-1.1166, -1.4393, -5.0374], [-1.8010, 0.9839, -2.5139], [-2.9923, -0.1415, -3.9387], [-2.0069, -1.1120, -2.7628], [-2.5375, 1.7911, -2.7528], [-2.0039, 0.6778, -1.4621], [-0.8063, -1.1394, 2.4056], [-0.5316, -0.6456, 3.6161], [0.7950, -0.6365, 4.1292], [1.0671, -0.1370, 5.3999], [0.0369, 0.4103, 6.1827], [-1.2794, 0.4162, 5.6956], [-1.5769, -0.1336, 4.4499], [-0.0986, -1.1906, 1.6537], [-1.7657, -1.1663, 2.0765], [1.5905, -1.0236, 3.4856], [2.0890, -0.1680, 5.7820], [0.2581, 0.8287, 7.1662], [-2.0828, 0.8510, 6.2936], [-2.5985, -0.1611, 4.0706]]}

=====

{"formula": "C15H26F6NO9P", "method": "ωB97M-V/def2-TZVPD", "gap_ha": 0.382, "multiplicity": 1, "total_charge": 0, "largest_force_ev_per_a": 0.61, "symbols": ["C", "C", "O", "P", "O", "C", "C", "O", "C", "N", "O", "O", "C", "C", "H", "H", "H", "H", "H", "H", "H", "H", "H", "H", "H", "H", "H", "H", "H", "H", "C", "C", "O", "C", "O", "C", "F", "F", "F", "H", "H", "H", "H", "H", "C", "C", "O", "C", "O", "C", "F", "F", "F", "H", "H", "H", "H", "H"], "xyz": [[-0.5542, -0.0584, 3.9693], [0.3661, 1.0324, 3.4646], [0.6510, 0.7917, 2.0778], [1.8181, 1.6313, 1.3858], [3.1150, 1.4439, 2.0564], [1.3197, 3.3667, 1.3204], [1.3117, 3.9999, -0.0732], [1.8309, 5.3442, 0.0526], [2.8475, 5.6820, -0.7639], [2.5921, 5.3615, -2.1478], [3.8160, 6.2415, -0.3582], [1.7151, 1.1386, -0.1124], [2.2853, -0.1344, -0.4928], [3.7940, -0.0845, -0.7068], [-0.5097, -0.0978, 5.0576], [-0.2436, -1.0221, 3.5670], [-1.5879, 0.1279, 3.6824], [-0.1103, 2.0115, 3.5761], [1.2971, 1.0558, 4.0337], [0.3288, 3.4578, 1.7662], [2.0467, 3.8877, 1.9417], [1.9192, 3.4378, -0.7764], [0.3014, 4.0847, -0.4632], [3.3622, 4.7882, -2.4826], [2.6705, 6.2330, -2.6645], [1.7750, -0.3793, -1.4202], [1.9930, -0.8899, 0.2360], [4.2128, 0.8155, -0.2625], [4.0431, -0.1156, -1.7669], [4.2762, -0.9288, -0.2168], [-2.6830, -0.7886, -3.2298], [-2.8714, -1.1762, -1.7816], [-2.3212, -0.1717, -0.8964], [-3.0733, 0.8907, -0.6646], [-4.1678, 1.1252, -1.0838], [-2.3277, 1.8255, 0.3175], [-1.0550, 1.9780, -0.0595], [-2.3463, 1.2944, 1.5481], [-2.8974, 3.0248, 0.3713], [-1.6288, -0.6080, -3.4406], [-3.0325, -1.5964, -3.8728], [-3.2457, 0.1122, -3.4711], [-2.3187, -2.0808, -1.5361], [-3.9219, -1.3267, -1.5346], [-2.2050, -5.0653, 1.3831], [-2.3127, -5.2749, -0.1095], [-1.4686, -4.3428, -0.8308], [-0.1865, -4.6649, -0.9101], [0.3517, -5.6373, -0.4733], [0.5684, -3.5810, -1.7152], [0.2178, -2.3538, -1.3126], [0.2719, -3.6920, -3.0179], [1.8803, -3.7129, -1.5664], [-2.4435, -4.0335, 1.6423], [-2.9063, -5.7234, 1.8957], [-1.2002, -5.2891, 1.7384], [-3.3164, -5.0646, -0.4712], [-2.0426, -6.2898, -0.3978]]}

=====

{"formula": "C5H13N2", "method": "ωB97M-V/def2-TZVPD", "de_lowest_kcal_mol": 118.3, "gap_ha": 0.158, "multiplicity": 1, "total_charge": 1, "largest_force_ev_per_a": 2.04, "symbols": ["C", "C", "C", "C", "N", "C", "N", "H", "H", "H", "H", "H", "H", "H", "H", "H", "H", "H", "H", "H"], "xyz": [[3.3867, 0.0160, -0.6197], [2.2256, 0.6142, 0.1796], [0.9371, 0.5813, -0.4700], [-0.1733, 0.0306, 0.2239], [-1.3940, -0.2689, -0.1331], [-1.9370, 0.3080, -1.3485], [-3.4957, -1.1084, 2.1043], [4.3524, 0.4778, -0.4003], [3.2376, 0.2557, -1.6811], [2.5198, 1.6835, 0.2602], [2.2425, 0.3012, 1.2446], [0.8448, 0.9795, -1.4702], [-0.0712, -0.1187, 1.3071], [-4.0569, -1.9429, 2.0427], [-1.4546, -0.2844, -2.1397], [-1.6516, 1.3543, -1.4913], [-3.0149, 0.2015, -1.4352], [-2.8753, -1.0478, 1.3165], [3.4695, -1.0602, -0.5039], [-3.0917, -0.9724, 3.0141]]}

=====

{"formula": "C3H6NO2", "method": "ωB97M-V/def2-TZVPD", "de_lowest_kcal_mol": 39.4, "gap_ha": 0.290, "multiplicity": 1, "total_charge": -1, "largest_force_ev_per_a": 1.37, "symbols": ["C", "C", "N", "H", "H", "H", "H", "H", "O", "C", "O", "H"], "xyz": [[-1.1017, -2.1445, -1.7173], [-1.2555, -0.4132, -0.2329], [-1.7508, -1.5263, -0.5642], [-1.4912, -1.7752, -2.6734], [-1.3143, -3.2231, -1.7112], [-0.0242, -1.9082, -1.7521], [-1.7031, 0.3914, 0.3401], [-0.2980, 0.0043, -0.5945], [0.2550, 1.7294, 0.9703], [1.3366, 1.0950, 0.9752], [2.4970, 1.5235, 0.8817], [1.2879, -0.0018, 1.2088]]}